Record 1
19 unconnected molecules or ions with the total composition C38H59Cl54IN3O2, computed with the ωB97M-V functional and the def2-TZVPD basis.

The value obtained for the LUMO energy is -4.62 eV. As for the highest occupied orbital energy: -10.5609 eV. Its gap between HOMO and LUMO is 0.218 Ha. As for the charge: +1. The spin multiplicity is 1. The value obtained for the total energy is -26945.6743 Ha.

The geometry in XYZ format:
```
157
Properties=species:S:1:pos:R:3:forces:R:3
C 8.77114 -4.15371 1.83182 -0.2 0.2 -0.4
C 8.40519 -2.83047 1.14984 0.6 -0.5 -0.1
C 9.67471 -2.04165 0.83171 -0.4 0.7 0.5
C 9.45388 -0.74171 0.06025 0.3 -0.3 -0.5
O 8.12253 -0.18003 0.30168 1.4 -0.4 -0.6
N 7.85125 0.85286 -0.60153 -1.4 1.0 0.9
C 8.06347 2.06649 -0.10542 -0.2 0.2 0.5
N 9.30553 2.48108 0.24218 0.3 -0.4 -0.2
N 6.98502 2.93037 0.00195 0.0 -0.1 0.3
C 6.61396 3.24870 -1.39551 0.2 -0.2 -0.2
I 5.29788 4.91424 -1.51697 0.1 -0.1 -0.1
C 6.14444 1.94233 -2.09222 0.7 0.3 0.2
C 6.58280 0.65473 -1.32755 -0.5 -0.7 -1.2
C 6.85560 -0.45731 -2.36223 0.2 0.1 -0.2
C 5.63241 -0.98576 -3.12400 -0.4 -0.3 0.6
C 4.97742 -2.19680 -2.40150 -0.3 0.5 -0.4
C 3.44287 -2.21792 -2.55240 0.4 -0.3 -0.4
C 2.88042 -3.64601 -2.48951 -0.8 1.1 0.1
C 1.35538 -3.70197 -2.77340 0.6 -0.8 -0.1
C 0.69215 -4.93066 -2.10051 -0.1 0.9 0.0
C -0.79676 -4.73406 -1.71604 0.2 -0.8 0.1
C -1.66174 -5.86438 -2.31751 -0.1 0.6 -0.2
C -3.13291 -5.51303 -2.58584 0.1 -0.3 0.2
C -4.08334 -5.79604 -1.41633 0.1 0.4 -0.4
O -4.46411 -4.59850 -0.75733 -0.2 0.1 0.1
C -5.78113 -4.72043 -0.24388 0.2 -0.1 -0.2
H 9.51021 -4.68700 1.23155 0.0 -0.1 0.1
H 7.87857 -4.76975 1.92363 0.1 -0.1 0.1
H 9.19076 -3.98448 2.82338 0.0 0.0 0.0
H 7.86849 -3.02810 0.21759 -0.2 0.0 0.1
H 7.76054 -2.27071 1.81932 -0.1 0.1 -0.1
H 10.17767 -1.79442 1.77025 0.0 -0.1 0.0
H 10.38210 -2.63874 0.25463 -0.1 -0.1 0.0
H 9.54318 -0.89512 -1.01767 -0.2 -0.1 0.0
H 10.20464 -0.00231 0.33765 -0.1 0.1 0.1
H 9.57502 2.66894 1.19422 -0.4 0.8 0.0
H 9.96890 2.68303 -0.48936 0.3 -0.7 0.1
H 6.19864 2.45292 0.44668 0.0 0.0 -0.1
H 7.53809 3.56830 -1.87714 -0.1 0.3 0.0
H 6.63548 1.92539 -3.06699 -0.2 0.0 -0.1
H 5.07308 1.93916 -2.26904 -0.1 -0.1 0.2
H 5.79308 0.31706 -0.64962 0.2 0.1 0.3
H 7.59489 -0.02387 -3.04365 0.0 -0.1 -0.1
H 7.33939 -1.30410 -1.87053 0.0 0.0 0.1
H 4.85892 -0.22561 -3.25029 0.1 0.2 0.0
H 5.91831 -1.28528 -4.13171 0.1 0.0 0.0
H 5.24119 -2.17474 -1.33996 0.1 -0.2 0.0
H 5.37216 -3.10555 -2.85880 0.1 -0.1 0.3
H 2.98219 -1.55857 -1.80916 -0.1 -0.1 0.0
H 3.19170 -1.79908 -3.53114 0.0 0.0 0.0
H 3.07935 -4.03608 -1.48865 0.2 -0.3 -0.1
H 3.37583 -4.22410 -3.27021 0.2 -0.3 0.3
H 0.85919 -2.75951 -2.53824 0.0 0.0 0.3
H 1.27418 -3.84972 -3.85272 -0.3 0.3 0.0
H 1.27245 -5.18228 -1.21111 0.0 -0.1 0.0
H 0.77265 -5.76436 -2.80002 0.1 -0.1 0.2
H -0.85872 -4.77629 -0.62516 -0.2 0.2 0.0
H -1.17362 -3.75325 -2.00807 0.1 0.0 -0.2
H -1.21201 -6.15292 -3.27210 0.0 0.0 0.0
H -1.59837 -6.74162 -1.66931 0.0 -0.1 -0.1
H -3.22511 -4.46932 -2.89191 -0.1 0.0 0.1
H -3.47427 -6.10148 -3.44120 0.0 0.0 0.0
H -3.59539 -6.46615 -0.69897 -0.2 -0.1 0.0
H -4.98722 -6.27514 -1.80482 0.0 -0.1 0.1
H -5.97699 -3.91558 0.45247 0.1 0.2 0.2
H -5.89464 -5.68139 0.26918 -0.2 0.1 0.1
H -6.51356 -4.64932 -1.05687 0.0 -0.1 0.0
C -6.44478 4.79844 3.67688 -0.2 0.0 0.0
Cl -5.02142 3.76660 3.44949 0.0 0.0 0.0
Cl -7.69370 4.41264 2.49656 0.3 0.0 0.1
Cl -7.07282 4.65197 5.31316 0.1 -0.1 0.0
H -6.14401 5.82537 3.52166 0.0 0.0 0.0
C -8.77080 8.33162 4.24472 -0.1 -0.1 0.0
Cl -8.53631 7.78144 5.90287 0.0 0.2 0.0
Cl -7.22784 8.44406 3.38422 0.1 0.0 0.0
Cl -9.88895 7.27745 3.39236 0.2 -0.2 0.0
H -9.18490 9.33160 4.27322 0.0 0.0 0.0
C -4.62297 0.15748 4.74571 -0.1 -0.1 0.2
Cl -4.97372 -0.94850 3.41259 0.0 0.0 0.0
Cl -5.82983 0.03150 6.01671 -0.1 -0.2 -0.1
Cl -2.99576 -0.15351 5.37928 -0.1 -0.1 0.1
H -4.65230 1.16693 4.35594 0.0 0.0 0.0
C -3.62578 0.99278 8.98942 -0.1 0.0 0.0
Cl -2.56965 1.65720 10.23761 0.0 0.0 0.0
Cl -4.92731 0.04450 9.70794 0.0 0.0 0.0
Cl -4.27510 2.28398 7.97905 0.1 0.2 0.1
H -3.03803 0.33700 8.36002 0.0 0.0 0.0
C 4.64004 9.07916 -2.57684 0.0 0.1 0.0
Cl 5.18559 9.96069 -1.15265 0.0 0.0 0.0
Cl 3.54885 7.76322 -2.11407 -0.1 0.0 0.0
Cl 3.85822 10.15391 -3.72841 0.0 0.0 0.0
H 5.50595 8.64046 -3.05511 0.0 0.0 0.0
C 1.84042 -2.10416 -6.89364 0.0 0.0 0.1
Cl 1.54740 -3.84108 -6.88234 0.0 0.0 0.0
Cl 1.08127 -1.32389 -5.50242 0.0 -0.2 0.1
Cl 3.57810 -1.76802 -6.90242 0.0 0.0 0.0
H 1.39770 -1.69447 -7.80125 0.3 -0.1 0.4
C -1.76586 2.92926 1.79021 0.0 0.0 0.0
Cl -1.53049 2.57190 0.08240 0.0 0.0 0.0
Cl -2.55363 1.58225 2.60917 0.1 0.0 -0.2
Cl -0.23410 3.30038 2.57540 0.1 0.1 0.0
H -2.40783 3.79719 1.87013 0.0 0.0 0.0
C 5.18614 -0.44216 3.92780 -0.1 -0.1 0.1
Cl 6.16927 -0.26509 5.37699 0.0 0.0 0.0
Cl 6.20362 -0.32957 2.47635 -0.1 0.2 0.0
Cl 4.30730 -1.96546 3.93813 0.0 0.0 0.0
H 4.46885 0.36802 3.90105 0.0 0.0 0.0
C 1.72261 1.56729 -8.75746 0.0 0.0 0.0
Cl 2.51362 0.33842 -9.76052 0.0 0.2 0.1
Cl 0.41153 0.87627 -7.80289 0.1 0.5 0.0
Cl 2.90421 2.35408 -7.70755 0.0 0.0 0.0
H 1.30602 2.31637 -9.41730 0.0 0.0 0.0
C 3.92183 5.19699 2.50209 0.0 0.1 0.1
Cl 4.07090 3.58193 1.77863 -0.1 -0.2 0.1
Cl 2.65257 6.12116 1.70647 0.1 -0.1 0.0
Cl 3.63782 5.06234 4.23113 0.0 0.0 -0.1
H 4.86197 5.71095 2.34896 0.0 0.0 0.0
C -13.51685 9.18528 2.38219 0.1 -0.1 0.0
Cl -13.22644 9.02957 0.64740 0.0 0.0 0.0
Cl -14.06131 7.65139 3.06079 0.0 0.0 0.0
Cl -12.06149 9.74759 3.20599 -0.2 0.3 0.0
H -14.29675 9.91987 2.53072 0.0 0.0 0.0
C 1.20438 3.84074 7.44716 -0.1 0.0 -0.1
Cl 0.84344 3.04472 8.97458 0.1 0.0 -0.1
Cl 2.77083 4.64509 7.47275 0.2 0.1 0.2
Cl 1.15985 2.70916 6.09933 -0.1 -0.2 -0.1
H 0.45064 4.59616 7.26906 0.0 0.0 0.0
C -3.23466 -4.34205 3.77073 0.0 -0.1 0.0
Cl -3.14158 -4.70086 5.49432 0.0 0.0 0.0
Cl -1.64313 -4.46483 3.01457 0.0 0.0 0.0
Cl -4.39538 -5.39852 2.96697 0.0 0.0 0.0
H -3.57806 -3.32358 3.66053 0.0 0.1 0.0
C -1.49645 -2.38396 -9.39223 0.0 -0.1 0.0
Cl -1.86516 -2.43462 -7.66769 0.0 0.1 0.0
Cl 0.08994 -1.64674 -9.66661 -0.5 -0.4 -0.6
Cl -1.57501 -3.99232 -10.10325 0.0 0.0 0.0
H -2.23746 -1.76127 -9.87559 0.0 0.0 0.0
C -10.56599 0.50340 -1.61242 0.1 0.0 0.0
Cl -9.73588 -1.04446 -1.78019 0.0 0.0 0.0
Cl -10.06839 1.32659 -0.13498 0.0 -0.1 0.0
Cl -10.27339 1.52653 -3.02090 0.0 0.0 0.0
H -11.62885 0.31104 -1.54988 0.0 0.0 0.0
C -10.76962 -5.25022 -2.36041 -0.1 0.0 0.0
Cl -9.68979 -4.63932 -1.10373 0.0 0.0 0.0
Cl -12.09936 -6.16374 -1.64986 0.0 0.0 0.0
Cl -11.37883 -3.93077 -3.35992 0.0 -0.1 0.0
H -10.20272 -5.91836 -2.99453 0.0 0.0 0.0
C 6.53966 -7.29102 3.91943 0.1 0.0 -0.1
Cl 8.19846 -7.87489 3.79225 0.0 0.0 0.0
Cl 6.50933 -5.61157 4.46194 -0.1 0.0 0.1
Cl 5.69550 -7.46200 2.37958 0.0 0.0 0.0
H 6.02431 -7.89258 4.65613 0.0 0.0 0.0
C -11.72050 5.04974 -0.01770 0.0 -0.1 -0.1
Cl -10.32759 4.61831 0.98035 -0.3 0.2 0.0
Cl -11.23262 5.30928 -1.69195 0.0 0.0 0.0
Cl -12.97805 3.81715 0.08730 0.0 0.0 0.0
H -12.12791 5.97796 0.36255 0.0 0.0 0.0
```
Positions in Å, forces in eV/Å.

Here are the Löwdin charges for atoms 1 to 2, given in e:
1. C -0.10
2. C -0.26

=====

Record 2
A molecular structure, C22H37ClOsP2, computed with the ωB97M-V functional and the def2-TZVPD basis.

The value obtained for the LUMO energy (alpha / beta) is -5.58 / -8.31 eV. As for the highest occupied orbital energy (alpha / beta): -13.0511 / -14.1270 eV. The value obtained for the energy relative to the best compared isomer or geometry (same formula, charge and spin) is 81.4 kcal/mol. Its gap between HOMO and LUMO (alpha / beta) is 0.275 / 0.214 Ha. As for the charge: +2. The spin multiplicity is 5. The value obtained for the total energy is -2093.1176 Ha.

The geometry in XYZ format:
```
63
Properties=species:S:1:pos:R:3:forces:R:3
P 0.28678 -2.22210 0.37026 0.1 0.1 -0.2
P -0.08551 2.28074 0.70645 0.3 1.3 0.8
C 0.28124 -0.51167 -0.83369 1.9 0.3 -2.5
C 0.81891 0.91560 -0.39072 1.2 0.5 -2.7
H -0.68621 -0.48323 -1.34830 0.4 0.1 -0.2
H 1.10133 -0.86359 -1.45894 -0.6 -0.3 0.1
H 1.89663 0.83282 -0.19464 -0.2 0.4 0.0
H 0.61681 1.55886 -1.25220 0.4 -0.3 0.0
C -1.51876 3.00759 -0.11882 -0.1 0.0 -0.3
H -1.86479 3.86104 0.48555 0.2 -0.2 -0.2
H -2.32493 2.25688 -0.16269 0.3 0.4 0.0
H -1.26323 3.36174 -1.12398 -0.2 0.1 0.2
C 1.28615 3.48201 0.74199 0.1 0.3 -0.3
H 1.22179 4.15630 -0.12486 0.0 -0.2 0.2
H 2.25646 2.96341 0.71670 -0.4 0.2 0.2
H 1.19984 4.07856 1.66049 0.1 -0.2 -0.2
C -0.92973 -3.46387 -0.07020 -0.6 -0.1 0.2
H -0.79049 -4.30468 0.62438 -0.1 0.0 -0.3
H -0.82446 -3.79689 -1.11162 0.2 0.1 0.3
H -1.94791 -3.05986 0.05649 0.4 -0.1 0.0
C 1.92962 -2.86407 -0.03694 0.3 -0.1 0.0
H 2.71980 -2.16174 0.28267 -0.4 -0.2 0.0
H 2.07886 -3.08771 -1.10477 -0.2 0.0 0.5
H 2.03297 -3.78903 0.55559 0.1 0.2 -0.3
Os -0.27262 -0.00730 1.00399 -3.0 1.7 4.1
C 0.39975 1.25797 -3.34754 -1.2 0.8 -0.3
C -0.92418 1.23135 -3.07032 1.1 0.8 -1.0
C -1.92942 0.50521 -3.90755 -0.6 -0.6 0.1
C -1.55400 -0.96439 -4.27515 -0.5 0.5 -0.5
C -0.70250 -1.67821 -3.27848 1.2 -0.8 -0.7
C 0.64546 -1.73895 -3.35209 -1.2 -0.7 -0.6
C 1.51084 -0.91704 -4.26061 0.4 0.5 -0.2
C 1.03974 0.55527 -4.49392 0.5 -0.4 -0.8
C 0.45169 -1.90736 2.15148 0.6 -1.5 0.9
H 1.06035 2.01558 -2.90673 -0.3 -0.3 0.2
H -1.36201 1.93782 -2.36713 0.3 -0.3 0.0
H -2.12366 1.05882 -4.84812 0.1 -0.1 0.5
H -2.88595 0.48953 -3.35921 0.2 0.1 -0.2
H -2.49043 -1.53056 -4.38108 0.2 0.2 0.0
H -1.09650 -0.96795 -5.27515 0.0 -0.1 0.4
H -1.25182 -2.27308 -2.54217 0.3 0.0 -0.2
H 1.19852 -2.49419 -2.78083 -0.4 0.3 0.1
H 1.63805 -1.39606 -5.25054 -0.1 0.1 0.4
H 2.52252 -0.87238 -3.82354 -0.3 -0.1 -0.1
H 1.93088 1.14875 -4.75887 -0.3 -0.3 -0.1
H 0.39379 0.57710 -5.38390 0.0 0.1 0.4
H 0.92042 -0.89413 2.33928 0.4 -0.9 0.7
H 1.17310 -2.64855 2.51335 0.0 0.2 0.5
H -0.49162 -1.97479 2.68874 0.1 -0.3 0.3
Cl 1.87039 1.32593 3.23697 0.4 0.2 -0.4
C 0.70884 0.94291 4.46379 -0.9 -0.4 1.0
C 1.14453 0.94303 5.78918 -0.3 -0.2 0.1
C 0.26877 0.53334 6.79847 -0.2 0.1 -0.4
C -1.03582 0.14671 6.47265 0.4 0.0 0.0
C -1.47516 0.20367 5.15717 0.4 -0.1 -0.1
C -0.61555 0.61176 4.12593 0.2 0.2 0.5
C -1.17425 0.86979 2.77781 -0.8 -0.2 -0.3
H 2.14825 1.27417 6.03165 -0.1 -0.1 -0.1
H 0.59278 0.51886 7.83619 0.0 0.0 -0.2
H -1.70943 -0.19940 7.24675 0.0 0.1 0.0
H -2.49475 -0.08127 4.90293 0.2 0.1 0.1
H -2.10196 0.30124 2.58847 -0.3 0.1 0.4
H -1.41818 1.94968 2.66998 0.1 -0.8 0.2
```
Positions in Å, forces in eV/Å.

Here are the Löwdin charges for atoms 1 to 2, given in e:
1. P 0.77
2. P 0.78